(1)
This record from the Open Molecules 2025 dataset describes a structure of composition C35H27F5N6O4S3Ta. The level of theory is the ωB97M-V functional and the def2-TZVPD basis.

As for the charge: +1. The gap between HOMO and LUMO comes out at 0.20642 hartree. The HOMO energy is -10.5 eV. As for the lowest unoccupied orbital energy: -0.1783 Eh.

Cartesian coordinates (Å):
1 C -6.533 -4.472 -4.502
2 N -0.665 -0.910 0.602
3 N -3.025 2.889 2.067
4 H 4.623 -1.516 0.877
5 S -1.294 -5.206 -3.832
6 C -1.704 -1.769 0.420
7 H 5.970 0.431 1.418
8 H 4.296 -2.753 3.016
9 O 0.150 2.573 -0.894
10 H -1.908 0.711 3.770
11 C -0.749 3.545 -0.643
12 C 4.283 -1.664 2.988
13 H -7.507 -4.861 -4.769
14 C -2.534 0.604 2.882
15 H 2.937 -1.613 1.303
16 C 2.057 0.120 -1.328
17 C -3.257 5.126 1.057
18 H 3.599 -1.309 3.762
19 H -3.574 0.580 3.204
20 C 2.480 -1.204 -1.283
21 C 4.525 -0.726 -2.397
22 C -5.119 -3.283 -2.967
23 H -2.450 -3.518 1.515
24 C 3.843 0.349 1.538
25 O -4.116 5.382 1.854
26 C -2.606 3.783 1.125
27 H -5.586 -5.195 -6.286
28 H -2.300 -0.339 2.402
29 H 1.337 2.760 4.066
30 O -0.819 4.577 -1.247
31 H -4.973 -2.733 -2.048
32 H -3.361 -4.305 -5.683
33 C 2.731 2.521 1.689
34 H -0.413 -2.948 3.208
35 H 0.553 4.304 3.697
36 C -4.203 -4.167 -5.022
37 C 5.061 1.017 1.482
38 C -2.316 1.745 1.961
39 H -7.208 -3.622 -2.651
40 S -1.289 0.341 -2.180
41 C -1.556 -1.308 -2.703
42 N 1.384 0.485 1.448
43 C 2.672 1.124 1.598
44 H 5.277 -1.305 3.256
45 C -1.617 3.135 0.458
46 N -2.748 -1.668 -3.015
47 C -6.366 -3.778 -3.313
48 F 5.685 -1.120 -2.890
49 C 1.049 -0.527 2.200
50 H -2.155 5.567 -0.463
51 C -0.689 -2.415 2.311
52 C 1.523 3.368 1.989
53 F 4.990 1.493 -3.002
54 S -0.344 -2.520 -2.944
55 H -2.372 -1.671 -0.421
56 C -5.455 -4.663 -5.354
57 H 1.583 4.298 1.418
58 H 2.310 4.208 3.832
59 F 2.658 2.309 -1.996
60 F 4.029 -2.926 -1.721
61 H -3.763 3.098 2.728
62 H 4.021 4.221 1.686
63 C 5.133 2.399 1.499
64 C -4.050 -3.488 -3.825
65 H 6.093 2.894 1.433
66 H 1.621 -0.767 3.091
67 C 3.973 3.140 1.626
68 C 3.884 -1.161 1.597
69 C 3.674 -1.650 -1.808
70 O -2.853 5.950 0.111
71 N -2.769 -2.947 -3.464
72 F 1.704 -2.117 -0.664
73 N -1.437 1.867 0.973
74 H 0.612 2.860 1.690
75 C 4.165 0.612 -2.452
76 Ta 0.205 0.724 -0.395
77 C -0.051 -1.300 1.795
78 C -1.743 -2.709 1.434
79 C 2.950 1.008 -1.926
80 C -1.584 -3.645 -3.470
81 C 1.423 3.680 3.484

(2)
This record from the Open Molecules 2025 dataset describes a structure of composition C35H27N5O5PTa at a distorted geometry. The level of theory is the ωB97M-V functional and the def2-TZVPD basis.

As for the charge: +2. The gap between HOMO and LUMO comes out at 0.25496 hartree. The HOMO energy is -14.2 eV. As for the lowest unoccupied orbital energy: -0.2668 Eh.

Cartesian coordinates (Å):
1 C 3.127 -3.555 2.726
2 H -1.487 4.251 -4.767
3 N 0.419 -1.249 3.432
4 H 3.209 -3.205 -2.804
5 H 0.888 -5.013 0.304
6 H -3.316 -2.063 -0.510
7 C 0.406 -2.057 -1.275
8 C -0.246 3.693 2.072
9 C -0.804 3.450 -1.572
10 C -1.584 -2.135 -3.585
11 C -1.774 -0.992 -2.814
12 C -1.026 3.768 -3.916
13 H -1.154 3.516 2.655
14 C 1.133 -2.354 3.699
15 C 2.142 -4.223 -1.243
16 H -4.243 -1.809 -5.655
17 H -3.867 -0.024 3.220
18 C 2.635 -0.778 0.766
19 C 3.324 2.300 3.846
20 H 0.897 -3.032 4.503
21 C -3.730 -0.430 -4.094
22 C -0.014 2.833 -4.099
23 H -0.756 -2.802 -3.390
24 H -0.388 -0.912 3.934
25 C -2.842 -0.131 -3.076
26 H 3.505 1.255 1.981
27 H -0.160 4.776 1.966
28 O 2.940 -4.511 3.423
29 C -2.122 0.543 2.117
30 C 1.502 -2.092 -2.142
31 C -3.705 -1.132 1.388
32 C 1.934 -1.273 1.967
33 C 2.142 -2.421 2.763
34 H 0.668 4.265 4.587
35 H -4.618 -1.686 1.563
36 P -0.698 -0.620 -1.398
37 C 1.058 -4.189 -0.378
38 H 1.307 1.459 -3.096
39 H -1.818 1.278 2.857
40 H -4.568 0.225 -4.293
41 H 0.345 2.583 -5.087
42 C -1.381 0.336 0.959
43 H -2.345 -3.319 -5.195
44 O 3.708 -1.164 0.397
45 H 4.277 1.962 4.227
46 H 2.799 3.448 5.589
47 Ta 0.490 1.343 0.243
48 C 0.535 2.211 -2.993
49 H 2.821 -5.065 -1.220
50 C 2.502 3.137 4.596
51 C -3.550 -1.577 -4.858
52 C 0.185 -3.108 -0.392
53 N 0.142 2.511 -1.751
54 C 2.897 1.902 2.600
55 H -0.674 -3.087 0.270
56 O 4.163 -3.451 1.914
57 H 4.164 -2.651 1.360
58 C -1.050 3.866 -0.153
59 C 2.362 -3.176 -2.131
60 C -1.805 -0.623 0.036
61 N 1.727 2.308 2.084
62 N -0.352 3.083 0.752
63 O 1.937 0.178 0.142
64 C -2.974 -1.350 0.230
65 C -2.482 -2.424 -4.603
66 C -3.281 -0.193 2.326
67 H -2.985 0.758 -2.471
68 N 0.883 -0.572 2.389
69 O -1.706 4.831 0.128
70 H -2.190 4.822 -2.415
71 C -1.425 4.087 -2.625
72 C 1.313 3.584 4.049
73 C 0.961 3.164 2.774
74 H 1.672 -1.275 -2.837

(3)
This record from the Open Molecules 2025 dataset describes a cluster of 6 separate species, C35H27NO13P in total at a distorted geometry. The level of theory is the ωB97M-V functional and the def2-TZVPD basis.

As for the charge: +1. The gap between HOMO and LUMO comes out at 0.24230 hartree. The HOMO energy is -11.5 eV. As for the lowest unoccupied orbital energy: -0.1800 Eh.

Cartesian coordinates (Å):
1 C 4.908 0.171 4.968
2 H -0.142 5.259 1.258
3 H -5.974 -1.352 -9.261
4 H 0.495 -6.228 -2.238
5 O -7.457 -0.071 -7.558
6 H 5.341 2.154 4.359
7 H -4.135 -0.653 -4.637
8 H 4.962 -0.280 3.985
9 O 4.410 -1.925 5.913
10 H -3.896 3.993 2.354
11 H 4.286 -0.831 8.263
12 C -2.141 2.703 0.529
13 O 1.212 5.866 7.665
14 C -3.756 -1.507 -6.618
15 H 0.378 -7.864 -6.283
16 H -6.397 0.219 -5.210
17 H -1.537 -0.335 -0.585
18 C -4.329 -1.693 -7.971
19 H 4.666 1.602 8.637
20 H 3.796 5.757 7.382
21 C 1.344 -9.072 -4.837
22 C 0.757 -7.042 -2.902
23 O -0.252 -5.907 -4.703
24 C 3.817 5.466 5.285
25 O -3.437 3.524 3.071
26 C 5.030 2.062 6.526
27 O 2.353 -10.208 -3.040
28 C 1.413 -8.122 -2.485
29 H -1.521 2.473 4.468
30 C 0.346 -6.895 -4.319
31 O -2.285 -0.005 -3.041
32 O 0.324 -4.305 -1.376
33 C 0.689 -7.993 -5.254
34 C -1.343 -2.094 -3.602
35 C -0.306 4.329 -0.666
36 C -1.272 -1.148 -1.249
37 H -0.423 -3.992 -3.846
38 C -0.937 3.343 -1.408
39 P -1.902 3.934 2.947
40 H -0.306 -2.350 0.204
41 C -0.608 4.482 0.667
42 C 3.019 5.317 4.046
43 C -4.575 -0.780 -5.618
44 H -2.425 1.728 -1.319
45 O -2.653 -1.937 -6.340
46 O -1.008 3.006 3.837
47 H 0.978 5.265 3.257
48 C -0.617 -2.223 -0.826
49 C 4.516 -0.149 7.455
50 C -0.685 -3.176 -3.181
51 C -6.359 -0.499 -7.280
52 H -2.868 2.074 1.029
53 C 4.595 -0.742 6.096
54 C -5.782 -0.313 -5.924
55 H 1.606 -9.885 -5.502
56 H -0.122 5.602 5.455
57 C -5.537 -1.226 -8.279
58 O 3.543 5.152 2.963
59 H 1.723 -8.250 -1.456
60 C 0.955 5.554 5.349
61 C -0.273 -3.324 -1.765
62 O -1.699 5.349 3.200
63 H -3.714 -2.226 -8.685
64 C 4.719 1.151 7.654
65 C -1.878 2.512 -0.806
66 H -0.699 3.216 -2.458
67 C -1.684 -1.002 -2.667
68 C 3.230 5.647 6.466
69 H -1.654 -1.971 -4.641
70 C 1.758 -9.223 -3.418
71 C 1.544 5.375 4.173
72 H 4.891 5.419 5.174
73 H 0.429 5.005 -1.082
74 N -1.518 3.668 1.235
75 O 5.210 3.248 6.704
76 C 5.111 1.471 5.168
77 C 1.753 5.705 6.593